This record from the OMol25 dataset describes a structure of composition C25H23BF2N3O2Tl. The level of theory is ωB97M-V/def2-TZVPD.

```
57
Properties=species:S:1:pos:R:3:forces:R:3
Tl -0.116 -0.562 -0.149 0.019 -0.316 -0.466
C -3.676 -1.010 0.588 -0.013 0.009 0.000
C -3.220 -1.839 1.609 0.000 -0.025 0.018
C -2.327 -1.352 2.557 0.010 0.023 -0.008
C -1.881 -0.038 2.470 0.034 -0.007 -0.004
C -2.291 0.779 1.413 -0.107 -0.004 0.018
C -3.203 0.291 0.479 0.034 0.015 0.002
H -4.406 -1.381 -0.120 -0.006 0.006 -0.002
H -3.597 -2.850 1.692 0.002 0.000 0.005
H -2.016 -1.979 3.382 -0.003 -0.007 0.000
H -1.275 0.384 3.263 -0.005 -0.015 -0.007
H -1.971 1.813 1.373 0.010 0.000 -0.006
H -3.559 0.930 -0.318 -0.013 0.000 0.003
O 4.900 0.558 4.738 -0.028 -0.011 0.001
C 5.210 0.681 3.376 -0.005 0.001 0.008
C 3.967 0.411 2.582 -0.024 -0.002 -0.052
C 2.732 0.257 3.197 0.008 -0.027 0.003
C 1.628 0.028 2.409 -0.050 -0.021 0.012
N 1.684 -0.047 1.072 0.097 0.154 0.094
C 2.880 0.077 0.455 0.019 0.010 0.009
C 4.024 0.306 1.194 -0.001 0.016 0.016
C 2.921 -0.076 -1.028 -0.036 0.008 -0.025
C 4.086 0.063 -1.762 -0.068 0.043 0.002
C 4.053 -0.118 -3.140 0.051 -0.002 0.016
C 5.333 -0.027 -3.938 0.001 -0.007 -0.024
O 6.295 0.770 -3.288 -0.021 -0.004 0.038
C 2.836 -0.417 -3.737 -0.011 -0.049 -0.009
C 1.713 -0.530 -2.942 0.022 -0.008 -0.015
N 1.756 -0.369 -1.619 0.013 0.003 0.056
H 5.689 0.694 5.271 0.016 0.016 0.005
H 5.988 -0.024 3.060 -0.004 0.000 0.009
H 5.556 1.692 3.123 0.027 -0.011 -0.010
H 2.639 0.303 4.271 0.021 0.011 0.006
H 0.655 -0.115 2.855 0.011 0.019 -0.009
H 4.977 0.392 0.694 0.011 0.007 0.018
H 5.027 0.320 -1.302 0.020 0.006 -0.013
H 5.116 0.315 -4.952 0.002 0.032 0.014
H 5.741 -1.039 -4.026 -0.029 -0.007 -0.021
H 6.376 1.619 -3.731 0.022 -0.009 -0.007
H 2.755 -0.564 -4.806 -0.003 0.003 -0.001
H 0.746 -0.754 -3.376 -0.009 -0.005 0.008
N -0.660 1.430 -1.386 0.011 0.021 0.135
C -0.995 2.319 -2.035 0.063 -0.070 0.066
C -1.409 3.424 -2.831 -0.033 0.035 0.007
C -2.579 4.107 -2.487 0.020 0.019 -0.060
C -2.976 5.181 -3.261 0.001 0.000 0.012
C -2.213 5.564 -4.358 -0.008 0.006 -0.009
C -1.050 4.882 -4.693 0.005 0.002 0.000
C -0.637 3.806 -3.931 -0.037 0.023 -0.005
H -3.162 3.798 -1.630 0.001 -0.003 0.008
H -3.877 5.723 -3.011 -0.004 -0.007 0.004
H -2.531 6.405 -4.960 0.002 0.003 0.001
H -0.467 5.194 -5.548 0.004 -0.009 -0.001
H 0.267 3.266 -4.180 0.003 -0.007 0.007
F -2.295 -2.131 -1.731 0.118 0.020 -0.106
B -1.357 -2.320 -0.849 -0.161 0.117 0.190
F -0.972 -3.504 -0.473 -0.003 0.007 0.065
```
Forces are in eV/Å.

E_LUMO in eV: -6.252
ΔE to the lowest compared entry with this formula, charge and spin in kJ/mol: 168.3
Gap between HOMO and LUMO in eV: 8.61
Net charge: +2
DFT total energy in hartree: -1677.86272

Charges per atom according to Mulliken partitioning, unit e:
1. Tl 1.257
2. C -0.629
3. C -0.528
4. C -0.343
5. C -0.565
6. C -0.648
7. C -0.127
8. H 0.476
9. H 0.470
10. H 0.467
11. H 0.810
12. H 0.434
13. H 0.368
14. O -0.507
15. C -0.595
16. C 0.470
17. C -0.971
18. C -0.071
19. N -0.129
20. C 0.387
21. C -0.604
22. C 0.313
23. C -0.542
24. C 0.729
25. C -0.846
26. O -0.503
27. C -1.003
28. C -0.288
29. N -0.384
30. H 0.326
31. H 0.380
32. H 0.340
33. H 0.500
34. H 0.285
35. H 0.455
36. H 0.613
37. H 0.459
38. H 0.263
39. H 0.310
40. H 0.462
41. H 0.511
42. N -0.422
43. C -0.013
44. C 0.797
45. C -0.370
46. C -0.658
47. C -0.373
48. C -0.628
49. C -0.466
50. H 0.431
51. H 0.413
52. H 0.415
53. H 0.408
54. H 0.497
55. F -0.107
56. B 0.398
57. F -0.121